Molecular formula: C2H7N2O3P
Method: DFT, ωB97M-V/def2-TZVPD

```
15
Properties=species:S:1:pos:R:3:forces:R:3:lowdin_charge:R:1
P 2.6222 -0.1691 -1.8415 -0.1 -0.1 -0.2 0.26
O 3.4209 0.2574 -0.3991 -0.4 -1.3 -0.4 -0.27
O 3.0178 0.8522 -2.8893 -0.4 -0.9 1.0 -0.44
O 2.7927 -1.6805 -2.0800 -0.1 2.0 0.4 -0.46
N -4.1982 -0.2289 2.2281 1.8 0.7 -0.1 -0.24
N -3.2492 0.2993 1.3597 -3.2 -1.1 0.7 -0.32
C -2.0620 0.3890 1.7802 2.9 1.2 -1.7 -0.31
C 0.8833 0.0307 -1.1353 2.6 2.5 1.8 -0.18
H 0.6844 0.8670 -0.3374 0.4 -0.9 -2.2 0.07
H -1.2763 0.7637 0.9929 -1.4 -0.7 1.7 0.02
H 3.1580 -0.5191 0.1435 0.5 0.7 -0.1 0.03
H 0.1948 -0.1007 -1.8863 -1.9 0.1 -1.5 -0.01
H 0.8551 -0.7882 -0.5069 -0.4 -2.2 1.2 -0.02
H -5.0883 -0.1608 1.7704 -0.4 0.2 -0.7 -0.14
H -1.7553 0.1881 2.8010 0.1 -0.3 0.3 -0.01
```
Forces are in eV/Å.

Values from the calculation:
- Total charge: -2
- Max |F|: 0.078 hartree/bohr
- Energy above the lowest of the compared OMol25 structures with the same formula, charge and spin: 0.000 eV
- Kohn-Sham gap: 5.827 eV
- Multiplicity: 1